The following is a DFT calculation (wB97M-V/def2-TZVPD) of 10 unconnected molecules or ions with the total composition C48H126N10O14.

ORCA input file:
```
! wB97M-V def2-TZVPD RIJCOSX def2/J DEFGRID3
* xyz 0 1
C 18.86737 18.11521 -18.64916
O 18.48530 19.27380 -19.35063
C 17.49612 20.04829 -18.69476
C 17.10805 21.17987 -19.63528
C 18.32540 21.95303 -20.16242
N 16.17268 22.07616 -18.95259
H 19.81138 17.74479 -19.05122
H 18.16679 17.28816 -18.82048
H 18.97862 18.38928 -17.59672
H 16.61352 19.42984 -18.49511
H 17.90618 20.41496 -17.74494
H 16.59466 20.70455 -20.47346
H 19.17181 21.36188 -20.50691
H 18.65541 22.64935 -19.38468
H 18.08619 22.62288 -20.99425
H 15.86132 22.74906 -19.64668
H 16.63603 22.63431 -18.24250
C 9.61238 19.51209 -15.38921
O 10.40882 20.19976 -16.31107
C 11.72098 19.65364 -16.34688
C 12.65474 20.63698 -17.04238
C 12.26026 20.86236 -18.50423
N 14.04661 20.25442 -16.88675
H 10.02997 19.41805 -14.37952
H 9.28263 18.51308 -15.69678
H 8.66575 20.02131 -15.19681
H 12.11864 19.40383 -15.35738
H 11.67849 18.71603 -16.91880
H 12.49379 21.61160 -16.56421
H 12.11868 19.92299 -19.04854
H 12.80109 21.62795 -19.05354
H 11.22872 21.24172 -18.55150
H 14.57212 20.61948 -17.67850
H 14.19293 19.25097 -16.96594
C 8.33292 23.02338 -16.28084
O 7.12394 22.70916 -16.94813
C 6.27864 21.91161 -16.17357
C 4.99195 21.67498 -16.97704
C 4.14111 22.93531 -17.04813
N 4.25991 20.50552 -16.47233
H 8.99359 23.55829 -16.96552
H 8.81165 22.09508 -15.96707
H 8.16693 23.75243 -15.47920
H 6.69790 20.90006 -16.04340
H 6.07566 22.29854 -15.16577
H 5.32508 21.49564 -18.00309
H 3.63799 23.25202 -16.12598
H 3.27750 22.87539 -17.72081
H 4.73667 23.78684 -17.38577
H 4.08613 20.67960 -15.46319
H 3.32794 20.49629 -16.87636
C 7.00086 14.68314 -20.31319
O 6.77826 16.04735 -20.02658
C 6.55112 16.23170 -18.62680
C 6.39197 17.70973 -18.37522
C 7.63291 18.50398 -18.78895
N 6.15837 18.01132 -16.95482
H 7.32859 14.60161 -21.35202
H 6.08300 14.10542 -20.18170
H 7.84138 14.25654 -19.75428
H 5.69588 15.66112 -18.25334
H 7.48486 15.92669 -18.13934
H 5.46481 18.11235 -18.80308
H 7.45614 19.58072 -18.75563
H 7.98325 18.25091 -19.79074
H 8.45851 18.29328 -18.10761
H 5.53129 17.36881 -16.48129
H 5.72241 18.91722 -16.80914
C 12.32932 24.17566 -18.46076
O 12.49014 25.52518 -18.05570
C 11.23665 26.14440 -17.76246
C 11.39690 27.63482 -17.97489
C 12.46225 28.26840 -17.10568
N 10.14651 28.37075 -17.77044
H 11.69923 23.65042 -17.73760
H 13.28115 23.66378 -18.58436
H 11.85363 24.20212 -19.44897
H 10.45999 25.73194 -18.41104
H 11.06992 25.98609 -16.68807
H 11.69266 27.76494 -19.02158
H 13.46015 27.86674 -17.29485
H 12.27752 28.11807 -16.03672
H 12.57760 29.34284 -17.25142
H 9.89268 28.35566 -16.78087
H 9.37076 27.80262 -18.11863
C 14.63634 17.14882 -19.13608
O 14.51992 17.52170 -17.78470
C 14.83984 16.44950 -16.91976
C 15.38697 16.96898 -15.57869
C 16.72379 17.71047 -15.61916
N 15.54649 15.85329 -14.65306
H 14.12528 16.21668 -19.37434
H 15.66218 17.16269 -19.52989
H 14.22450 18.00552 -19.68147
H 13.97102 15.80722 -16.73886
H 15.64204 15.84721 -17.36352
H 14.59786 17.65006 -15.22118
H 17.43528 17.13739 -16.21515
H 17.17960 17.93591 -14.65531
H 16.60028 18.69552 -16.08063
H 15.62598 16.06322 -13.66822
H 14.69617 15.29661 -14.73055
C 10.49032 24.49436 -7.81783
O 11.86802 24.27168 -7.72390
C 12.47190 23.54356 -8.74916
C 12.42622 22.02986 -8.60517
N 13.11663 21.41706 -9.76128
C 12.87685 19.97834 -9.86161
C 13.73552 19.34724 -10.96829
O 13.54625 19.83678 -12.30157
C 14.52227 19.35456 -13.18192
H 9.90489 23.57664 -7.68269
H 10.24039 24.89632 -8.80430
H 10.13484 25.17631 -7.04842
H 13.53655 23.77968 -8.84116
H 12.10151 23.84654 -9.73865
H 11.40181 21.65702 -8.47644
H 13.07502 21.70122 -7.78995
H 12.90055 21.91664 -10.61692
H 11.80534 19.82060 -10.06198
H 13.06308 19.54668 -8.87793
H 13.46154 18.28587 -10.99442
H 14.79373 19.44521 -10.71215
H 15.50646 19.74926 -12.88413
H 14.39937 19.59853 -14.23564
H 14.71342 18.27674 -13.08655
C 8.43103 22.86857 -11.73830
O 9.56936 23.22291 -12.48695
C 10.16884 22.07012 -13.09999
C 11.46632 22.46703 -13.79807
N 12.54354 22.37068 -12.81737
C 13.80080 22.90386 -13.33779
C 13.93112 24.41367 -13.29083
O 13.30915 25.11287 -14.36585
C 14.04150 25.01182 -15.57752
H 7.90531 23.80169 -11.54521
H 8.73670 22.39222 -10.79960
H 7.77636 22.17039 -12.27489
H 9.39078 21.71697 -13.78479
H 10.27441 21.30863 -12.31958
H 11.41284 23.42656 -14.30598
H 11.69615 21.70582 -14.55798
H 12.78165 21.38977 -12.60026
H 14.02438 22.54977 -14.35760
H 14.68941 22.52411 -12.82246
H 14.93980 24.83947 -13.20757
H 13.44532 24.75891 -12.37176
H 15.09732 25.27718 -15.44180
H 13.55127 25.71341 -16.24613
H 14.01307 23.98310 -15.95036
C 7.90509 15.85605 -24.38699
O 9.00282 16.14370 -23.56026
C 8.74199 17.17819 -22.63696
C 9.94509 17.47230 -21.76599
N 10.17795 16.43174 -20.76853
C 11.22536 16.75528 -19.81185
C 11.12330 15.87607 -18.59044
O 9.97955 16.21648 -17.86476
C 9.90778 15.71372 -16.55785
H 7.49169 16.77872 -24.80380
H 7.06689 15.36591 -23.86842
H 8.21243 15.09431 -25.10045
H 7.83181 16.99729 -22.05648
H 8.58732 18.11297 -23.19586
H 9.81836 18.48243 -21.35427
H 10.83082 17.53673 -22.40236
H 9.36067 16.25070 -20.19253
H 11.12925 17.80762 -19.49495
H 12.23845 16.67284 -20.20680
H 12.05689 16.00248 -18.02308
H 11.09637 14.81428 -18.86860
H 9.98323 14.62485 -16.48267
H 9.07515 16.06903 -15.95207
H 10.77614 16.13841 -16.02727
C 6.94899 17.83062 -13.53543
O 5.90033 18.10360 -12.63630
C 4.74372 18.63442 -13.25047
C 4.51050 20.06388 -12.72816
N 3.77738 20.98486 -13.61875
C 2.35443 20.96327 -13.27815
C 1.53482 21.84020 -14.22065
O 1.81844 23.21874 -14.05342
C 0.80531 24.02589 -14.60041
H 6.63780 17.03419 -14.21760
H 7.89194 17.55611 -13.06397
H 7.18331 18.70142 -14.15928
H 3.92816 17.98700 -12.92105
H 4.80333 18.67954 -14.34042
H 5.49396 20.52127 -12.58393
H 4.04401 20.05767 -11.73681
H 4.14820 21.91222 -13.44540
H 2.16000 21.16223 -12.22038
H 1.97183 19.96346 -13.50554
H 0.47122 21.71731 -13.97470
H 1.60476 21.47428 -15.25025
H -0.17196 23.79743 -14.16106
H 0.69923 23.97177 -15.68831
H 1.03337 25.06154 -14.35191
*
```

## Properties
Energy above the lowest of the compared OMol25 structures with the same formula, charge and spin (eV): 2.9687
E (eV): -95376.03907
SMILES: COC[C@H](C)N.COC[C@H](C)N.COC[C@H](C)N.COC[C@H](C)N.COC[C@H](C)N.COC[C@H](C)N.COCCNCCOC.COCCNCCOC.COCCNCCOC.COCCNCCOC
Maximum force (eV Å⁻¹): 2.02

=====

The following is a DFT calculation (wB97M-V/def2-TZVPD) of 12 unconnected molecules or ions with the total composition C48H126N6O18.

ORCA input file:
```
! wB97M-V def2-TZVPD RIJCOSX def2/J DEFGRID3
* xyz 0 1
C 29.53948 -13.80042 11.40936
O 30.55630 -14.13261 10.49948
C 30.33074 -15.40757 9.90049
C 31.42858 -15.70077 8.90632
N 31.25731 -14.99551 7.63654
C 31.82968 -13.65052 7.62996
C 33.34487 -13.61553 7.54927
O 33.74800 -14.26023 6.35414
C 35.10265 -14.64350 6.36907
H 29.83561 -12.89164 11.93177
H 29.39637 -14.59360 12.15171
H 28.57693 -13.57860 10.92955
H 29.32888 -15.42377 9.45894
H 30.38036 -16.16050 10.70478
H 31.38287 -16.77542 8.70919
H 32.39535 -15.50677 9.38581
H 31.72042 -15.54658 6.92356
H 31.50728 -13.10370 8.51306
H 31.43445 -13.13793 6.74815
H 33.77898 -14.15697 8.40104
H 33.70272 -12.57944 7.58375
H 35.78354 -13.78559 6.31669
H 35.26936 -15.24846 5.47838
H 35.33541 -15.23093 7.26400
C 26.70976 -15.56439 11.82640
O 26.66462 -14.64839 12.90107
C 26.96908 -15.24323 14.14191
C 26.62679 -14.21620 15.21841
N 27.49465 -13.04031 15.23170
C 28.87080 -13.31697 15.61829
C 29.67835 -12.04141 15.52304
O 29.85524 -11.76773 14.14426
C 30.53220 -10.56283 13.89786
H 26.03588 -16.41942 11.95871
H 27.70893 -16.01794 11.79173
H 26.46773 -15.01011 10.92670
H 28.02946 -15.53026 14.16715
H 26.38130 -16.15487 14.31986
H 26.57845 -14.67563 16.20754
H 25.61362 -13.88791 14.97061
H 27.48904 -12.70414 14.27222
H 29.34470 -14.01351 14.91024
H 28.93156 -13.73022 16.62493
H 30.67356 -12.17713 15.96775
H 29.14602 -11.23217 16.03680
H 30.34665 -10.23654 12.87339
H 31.61926 -10.66749 14.00371
H 30.17883 -9.76681 14.56356
C 24.45382 -4.06126 4.39842
O 24.38326 -5.10670 5.32803
C 25.29518 -6.14450 5.02381
C 24.95448 -7.34331 5.85693
N 25.30845 -7.14032 7.26174
C 24.99818 -8.29504 8.07001
C 25.04262 -7.97843 9.54364
O 24.05117 -7.01158 9.82496
C 24.13762 -6.54429 11.15156
H 23.78654 -3.25265 4.70910
H 24.10386 -4.37881 3.41058
H 25.45085 -3.60579 4.36791
H 26.32414 -5.79189 5.16642
H 25.23799 -6.44098 3.96300
H 25.47066 -8.23942 5.50275
H 23.87765 -7.56068 5.78190
H 24.81110 -6.32630 7.60340
H 25.62916 -9.14955 7.81040
H 23.98061 -8.69381 7.89165
H 26.02238 -7.57083 9.83797
H 24.87510 -8.88368 10.14547
H 23.97304 -7.36793 11.86330
H 23.32842 -5.83846 11.33083
H 25.11468 -6.09239 11.34191
C 19.79814 -11.92128 8.25224
O 19.02125 -11.43198 7.19143
C 18.94788 -10.03075 7.16564
C 18.06409 -9.58706 6.01876
N 16.76865 -10.23321 6.07934
C 16.04540 -10.20958 4.83233
C 14.72203 -10.94255 4.99891
O 14.91469 -12.31960 5.26139
C 15.13304 -13.08478 4.09918
H 20.03268 -12.96975 8.06334
H 19.24126 -11.90405 9.19810
H 20.75323 -11.40021 8.38112
H 19.94386 -9.59388 6.99568
H 18.54978 -9.61893 8.10325
H 18.55718 -9.74279 5.04651
H 17.95464 -8.50153 6.13241
H 16.88183 -11.18959 6.39340
H 16.59700 -10.68563 4.00238
H 15.86416 -9.18861 4.48471
H 14.12025 -10.79852 4.09048
H 14.14868 -10.54046 5.83290
H 16.12064 -12.87946 3.68060
H 14.37185 -12.87147 3.33461
H 15.00287 -14.14234 4.32027
C 24.78921 -15.83042 5.23924
O 23.82678 -16.04529 6.24765
C 22.53140 -15.61592 5.86660
C 21.67042 -15.43013 7.09749
N 20.85681 -16.58136 7.46621
C 21.66640 -17.68534 7.96698
C 21.92225 -17.62661 9.46445
O 20.66926 -17.52656 10.11319
C 20.78789 -17.31783 11.50119
H 24.46097 -16.26461 4.28573
H 25.71583 -16.28293 5.57525
H 24.92380 -14.75824 5.04391
H 22.07147 -16.34415 5.18728
H 22.59132 -14.64810 5.35367
H 21.02838 -14.56159 6.91400
H 22.28860 -15.07241 7.93717
H 20.19971 -16.31695 8.18975
H 22.64363 -17.69646 7.48119
H 21.19525 -18.63844 7.70603
H 22.51005 -16.72009 9.68980
H 22.49876 -18.48203 9.83447
H 21.07105 -16.27424 11.68814
H 21.52532 -17.99326 11.94707
H 19.82253 -17.51178 11.96473
C 22.63572 -13.22692 14.24828
O 21.57369 -12.91618 15.11352
C 20.34653 -13.41903 14.63474
C 19.24321 -13.03100 15.58047
N 19.56545 -13.45612 16.92893
C 18.68304 -12.86576 17.92267
C 18.94079 -13.48198 19.27512
O 20.27072 -13.20246 19.64382
C 20.61219 -13.73641 20.88575
H 23.52961 -12.69297 14.57635
H 22.44403 -12.84096 13.23718
H 22.86392 -14.29777 14.24149
H 20.39112 -14.51049 14.51403
H 20.15229 -13.01086 13.62940
H 18.30760 -13.50065 15.26000
H 19.03880 -11.94845 15.50111
H 20.50959 -13.15160 17.14075
H 17.63843 -13.05225 17.64341
H 18.72479 -11.76428 17.94817
H 18.77565 -14.56344 19.18778
H 18.24041 -13.08770 20.02483
H 21.65235 -13.49687 21.10956
H 20.53910 -14.83224 20.92343
H 20.00005 -13.32601 21.70034
C 26.23592 -16.85966 8.66088
C 25.67251 -18.25171 8.75255
O 25.45804 -18.52539 10.15390
H 27.22717 -16.81407 9.11466
H 25.54232 -16.12012 9.05046
H 26.42834 -16.60912 7.61411
H 26.31854 -18.99950 8.28979
H 24.69294 -18.29327 8.26713
H 25.50267 -19.47322 10.29961
C 23.18147 -10.80701 5.30639
C 23.31888 -11.89011 6.34135
O 23.60277 -11.28478 7.59793
H 22.56601 -9.98716 5.67770
H 22.78262 -11.17628 4.35972
H 24.14990 -10.36549 5.04989
H 24.11405 -12.59563 6.07451
H 22.37089 -12.43621 6.43019
H 23.41799 -11.93707 8.29756
C 28.42539 -10.21051 9.34158
C 29.90594 -10.44885 9.11464
O 30.53731 -9.42408 8.36683
H 27.87260 -10.16660 8.40099
H 28.22351 -9.33004 9.95708
H 28.00719 -11.04531 9.91320
H 29.99591 -11.42956 8.63554
H 30.40267 -10.53916 10.08550
H 29.85192 -8.85305 8.00935
C 21.06383 -8.78571 10.57328
C 22.07042 -9.83619 10.98225
O 21.45984 -11.13296 11.14580
H 21.56460 -7.85720 10.29289
H 20.39566 -8.52588 11.39893
H 20.46731 -9.13526 9.73023
H 22.51119 -9.56599 11.94949
H 22.87865 -9.93846 10.26099
H 20.82205 -11.06982 11.86282
C 25.01256 -12.07882 10.65882
C 24.19633 -13.29508 10.27270
O 22.96277 -12.93100 9.66056
H 25.93910 -12.37510 11.16243
H 24.47944 -11.52828 11.44668
H 25.23249 -11.37258 9.85894
H 24.02719 -13.93572 11.14672
H 24.77386 -13.92637 9.59089
H 22.56493 -12.29926 10.28484
C 27.16177 -9.74236 13.14331
C 26.58600 -9.43504 14.50089
O 26.01134 -8.13311 14.47312
H 27.73704 -10.67512 13.19806
H 27.90330 -8.99120 12.86609
H 26.42035 -9.91956 12.36565
H 27.32625 -9.59398 15.29302
H 25.80921 -10.17401 14.74903
H 25.90015 -7.83065 15.37833
*
```

## Properties
Energy above the lowest of the compared OMol25 structures with the same formula, charge and spin (eV): 0.0000
E (eV): -97606.63017
SMILES: COCCNCCOC.COCCNCCOC.COCCNCCOC.COCCNCCOC.COCCNCCOC.COCCNCCOC.CCO.CCO.CCO.CCO.CCO.CCO
Maximum force (eV Å⁻¹): 1.13

=====

Which of these has the lowest E? C48H126N6O18